Formula: C42H61FN8O7SbV
Source: OMol25
Level of theory: ωB97M-V with the def2-TZVPD basis set

```
! RIJCOSX wB97M-V def2-TZVPD def2/J DEFGRID3
* xyz 1 2
V -0.1475 -0.3040 -2.7763
F -0.4339 3.1393 3.2589
C 0.3666 3.3276 2.1881
C 0.1825 2.5619 1.0771
C 0.9636 2.7976 -0.0582
C 0.7757 1.9604 -1.2349
O -0.0169 0.9895 -1.1640
C 1.5070 2.3332 -2.3986
C 2.4422 3.3156 -2.2987
N 2.7047 4.0177 -1.1739
C 3.7207 5.0471 -1.1939
C 4.9618 4.8521 -0.3711
C 5.0247 4.7494 -1.8657
C 1.9318 3.8080 -0.0420
C 2.1227 4.5599 1.1264
C 1.3534 4.3250 2.2482
N 1.5972 5.0945 3.4197
C 1.2151 6.4934 3.3585
C 2.0153 7.2932 4.3683
N 1.7888 6.7039 5.7366
C 2.1563 5.2411 5.7665
C 1.3282 4.5172 4.7228
C 1.2333 1.7258 -3.7673
O 2.1328 1.6169 -4.5755
O -0.0079 1.3972 -3.9151
H -0.5691 1.7847 1.0545
H 3.0376 3.5736 -3.1644
H 3.3215 6.0502 -1.2883
H 5.0415 3.9275 0.1847
H 5.3867 5.7225 0.1092
H 5.1607 3.7595 -2.2783
H 5.4848 5.5467 -2.4299
H 2.9068 5.3016 1.1715
H 0.1368 6.6285 3.5511
H 1.4139 6.8975 2.3683
H 1.7213 8.3402 4.4011
H 3.0836 7.2111 4.1761
H 0.7978 6.7953 5.9753
H 2.3100 7.2225 6.4439
H 1.9655 4.8727 6.7723
H 3.2202 5.1860 5.5439
H 0.2656 4.5656 5.0010
H 1.6149 3.4675 4.7352
N -3.0408 0.2914 -0.1543
C -3.6400 1.5708 -0.5157
C -4.3972 1.4439 -1.8261
N -3.4657 1.2983 -2.9404
H -2.2798 0.4054 0.5055
H -2.5968 -0.1151 -0.9748
H -2.9011 2.3846 -0.6147
H -4.3449 1.8744 0.2633
H -5.0855 2.2925 -1.9299
H -5.0057 0.5375 -1.7745
H -2.9709 2.1640 -3.1194
H -3.9476 1.0386 -3.7910
O 3.2762 -4.7117 -4.5919
C 2.8402 -4.0288 -5.6386
O 3.1501 -4.3007 -6.7692
C 1.9260 -2.8796 -5.3709
C 1.4194 -2.0701 -6.3723
N 0.6447 -1.1439 -5.7897
N 0.6172 -1.3044 -4.4684
C 1.3911 -2.3367 -4.1902
C 1.6214 -2.5753 -2.7306
O 2.3090 -3.5219 -2.3649
O 1.0881 -1.6906 -1.9670
H 2.9397 -4.3413 -3.7339
H 1.5794 -2.1076 -7.4363
H 0.2018 -0.3298 -6.1881
C -2.3352 -1.3974 3.2862
C -2.3287 -2.7810 2.6296
C -3.6591 -2.9448 1.8843
C -2.2413 -3.8249 3.7418
Sb -0.8096 -2.7589 1.0154
C -0.5826 -4.8904 0.4722
C -1.2443 -5.8952 1.4068
C 0.8857 -5.2773 0.3200
C -1.2576 -4.9787 -0.9012
C 1.0208 -2.1667 2.1181
C 1.1742 -2.7538 3.5153
C 2.2746 -2.4839 1.2984
C 0.9270 -0.6387 2.2002
H -3.2313 -1.3034 3.9120
H -2.3716 -0.5889 2.5515
H -1.4705 -1.2482 3.9365
H -4.4874 -2.9671 2.6030
H -3.7023 -3.8745 1.3104
H -3.8330 -2.1080 1.2021
H -2.9665 -3.5675 4.5241
H -1.2588 -3.8715 4.2103
H -2.4940 -4.8230 3.3958
H -0.7989 -5.8888 2.4021
H -1.1070 -6.9012 0.9922
H -2.3181 -5.7331 1.5076
H 1.3959 -5.3050 1.2847
H 1.4351 -4.6152 -0.3509
H 0.9379 -6.2878 -0.1030
H -2.3295 -4.7668 -0.8470
H -1.1378 -5.9902 -1.3059
H -0.8223 -4.2771 -1.6179
H 1.1617 -3.8459 3.5022
H 0.3914 -2.4181 4.1973
H 2.1372 -2.4443 3.9434
H 2.5662 -3.5287 1.3766
H 3.1090 -1.8874 1.6911
H 2.1601 -2.2438 0.2394
H 0.0459 -0.2893 2.7450
H 0.9008 -0.2050 1.1959
H 1.8163 -0.2463 2.7134
N -1.5375 -1.1585 -2.7426
C -2.6180 -1.9197 -3.1490
C -2.8128 -2.2016 -4.5025
C -3.8887 -2.9822 -4.8934
C -4.7764 -3.4775 -3.9476
C -4.5821 -3.1935 -2.6024
C -3.5065 -2.4214 -2.1946
H -2.1198 -1.8125 -5.2362
H -4.0330 -3.2049 -5.9428
H -5.6148 -4.0864 -4.2592
H -5.2685 -3.5810 -1.8599
H -3.3415 -2.2034 -1.1478
*
```

Values from the calculation:
molar mass = 981.70 g mol⁻¹
calculated total energy = -105735.7814 eV
expectation value of S² = 0.85
gap between HOMO and LUMO = 5.3 eV
E_HOMO = -8.79 eV